Record 1
This record from the Open Molecules 2025 dataset describes a cluster of 4 separate species, C31H57BrNO4 in total. The level of theory is ωB97M-V with the def2-TZVPD basis set.

Structure (XYZ):
```
94
Properties=species:S:1:pos:R:3:forces:R:3
Br -7.24074 0.90424 5.01680 0.97 -0.83 -1.04
O -2.92637 5.20567 0.11533 1.79 -5.74 3.23
O -4.17184 2.29166 5.13720 -0.86 -1.57 -7.68
O -0.81837 4.00987 0.37886 -7.72 -0.25 1.96
O -1.95904 0.92867 0.44865 -6.63 1.85 4.26
N -3.02789 -2.93787 -1.04692 -0.97 0.75 1.08
C -0.58262 6.15907 -2.08798 0.08 -0.20 0.21
C 3.23743 -2.87034 -1.41345 0.20 -0.07 0.12
C 5.40820 -6.58500 -0.50358 0.11 0.01 0.12
C 5.64458 -7.96585 -1.12654 -0.11 0.00 -0.09
C 2.41253 0.75996 -0.80513 -0.11 0.05 -0.06
C -4.24701 2.12499 3.80473 1.01 1.86 4.60
C 1.43730 9.34324 -1.94143 -0.03 -0.04 -0.16
C -3.86253 -1.54083 4.54242 -0.27 -0.77 0.97
C -2.29020 4.14497 0.63244 4.89 3.34 -3.29
C 1.14884 -1.41048 -1.43517 -0.12 0.07 0.07
C -2.98371 2.98462 1.58455 -2.24 0.96 3.46
C 6.54785 -9.11591 0.96041 -0.03 -0.13 0.20
C -4.21978 0.38051 1.74618 -1.83 1.33 3.24
C -5.49003 -1.52439 4.34476 0.32 -0.85 0.90
C 4.05142 -6.39771 0.18015 0.09 0.13 -0.10
C 2.04503 -2.35151 -0.62567 -0.17 0.01 -0.06
C -4.68723 -0.96189 0.92648 1.24 0.12 -0.20
C -6.09691 -0.14584 3.69447 0.99 -0.77 -1.18
C -4.61187 -0.83681 -0.70697 -0.75 -1.15 -0.71
C -0.99736 7.44297 -1.38476 -0.25 0.02 -0.22
C 0.31542 9.04430 -2.93943 -0.02 -0.09 -0.09
C -3.61789 3.38394 2.90135 1.06 -3.08 -3.68
C 1.37128 1.27344 0.17825 0.08 0.09 0.02
C -4.86249 0.76527 3.06647 1.70 -0.02 -3.56
C 1.81849 -0.11598 -1.91114 0.14 -0.02 -0.07
C -1.03077 8.65774 -2.31569 0.05 0.08 0.16
C 5.52270 -9.14849 -0.16191 0.05 0.02 -0.17
C 2.87453 -6.53087 -0.77488 -0.19 -0.04 0.08
C -2.98802 1.36130 1.18230 4.18 -0.44 -2.28
C 1.13971 10.53248 -1.04213 0.11 0.03 0.21
C -4.43271 -2.39861 -1.27704 -0.95 0.36 1.35
H -1.74371 8.46386 -3.12689 0.05 -0.01 0.04
H -1.43470 9.51305 -1.76073 0.03 0.02 -0.07
H 5.65920 -10.07550 -0.73122 -0.07 0.08 0.03
H 2.35466 9.55318 -2.50397 -0.03 -0.06 0.03
H 7.56591 -9.11459 0.55854 -0.06 0.04 0.06
H 0.77267 -1.94819 -2.31539 0.04 -0.01 0.07
H 1.98769 10.72097 -0.37504 -0.12 0.06 -0.03
H -1.26269 5.93010 -2.91389 0.02 0.05 -0.04
H 4.94438 -8.11650 -1.95628 0.05 0.04 0.06
H 6.42549 -8.23401 1.59512 0.05 -0.07 -0.05
H 3.93656 -7.10634 1.00590 0.05 0.01 0.00
H -6.86972 -0.48475 2.85037 1.88 1.19 1.81
H -5.15002 -3.06360 -0.59413 1.30 1.33 -1.67
H 0.25977 10.35736 -0.41714 0.06 0.03 -0.07
H 6.19973 -6.37332 0.22538 -0.04 -0.03 -0.08
H 2.94563 -5.79913 -1.58515 -0.02 -0.10 0.05
H 2.61093 -0.35802 -2.62958 -0.06 -0.04 0.00
H 2.82146 -7.53071 -1.21438 -0.01 0.07 0.00
H 6.43673 -10.00025 1.59697 0.09 0.13 -0.02
H 1.93555 -6.35362 -0.24055 0.06 -0.01 -0.15
H 3.82172 -3.56318 -0.79847 0.01 0.05 -0.14
H 0.16080 9.92640 -3.57459 0.06 0.00 0.03
H -0.60996 5.32029 -1.38492 -0.06 0.09 -0.04
H -3.74198 -0.16661 -1.11492 -1.66 -1.26 1.01
H 4.51395 -9.19466 0.26227 0.04 0.03 -0.06
H -5.75304 -1.36326 1.19686 2.00 1.12 -0.23
H -4.81373 -2.48911 -2.37983 1.06 0.20 2.00
H 1.44336 -3.20836 -0.30027 0.02 0.07 0.02
H 0.64839 8.24585 -3.61252 -0.05 0.03 0.08
H 5.51646 -5.82841 -1.29083 -0.04 -0.05 0.07
H -3.58143 -2.57485 5.06652 -0.68 2.17 -1.09
H 2.90407 1.62209 -1.27161 0.00 -0.11 0.01
H 1.84557 1.91986 0.92375 -0.18 -0.02 -0.08
H 0.96878 11.43645 -1.63507 -0.04 -0.04 0.05
H -5.95710 -1.72323 5.42520 0.91 0.63 -2.43
H 0.26535 -1.16482 -0.83472 0.08 0.05 -0.04
H 2.90921 -3.40763 -2.30874 0.05 0.07 0.01
H -3.59593 -0.69967 5.31964 -0.24 -1.48 -1.85
H -0.33252 7.62813 -0.53569 -0.02 0.01 0.01
H 1.64900 8.46134 -1.32734 -0.08 0.04 -0.08
H 6.64673 -7.97513 -1.57489 -0.09 -0.02 0.05
H -5.78325 -2.47242 3.70398 0.41 2.10 1.02
H 0.60382 1.85857 -0.33719 0.00 -0.02 0.25
H 4.02355 -5.39699 0.62768 0.04 -0.13 0.01
H 0.88204 0.45492 0.71335 -0.03 0.07 -0.04
H 3.90312 -2.05942 -1.72140 -0.06 -0.07 -0.01
H 2.39402 -1.85726 0.28733 -0.06 0.02 -0.07
H -3.64364 4.49254 3.30576 0.12 -2.73 -0.81
H -3.92633 -1.82478 1.24519 -1.53 1.87 -0.65
H -3.01293 -3.36267 -0.07337 0.11 0.81 -1.72
H -2.39168 -2.11110 -1.00827 -0.52 -0.96 -0.04
H -3.23913 -1.50653 3.55210 -1.33 0.28 1.97
H -2.00013 7.30006 -0.96462 0.22 -0.05 0.02
H -5.64807 -0.47039 -1.17308 2.27 -0.47 1.25
H 1.07778 0.47046 -2.46913 0.06 -0.04 0.10
H 3.19341 0.21756 -0.26359 0.08 -0.08 -0.07
H 0.43426 6.22545 -2.48446 0.02 0.03 -0.09
```
Positions in Å, forces in eV/Å.

Results
Energy, eV: -112786.2884
Total charge: -1
Frontier orbital gap, eV: 5.835

=====

Record 2
This record from the Open Molecules 2025 dataset describes a cluster of 2 separate species, C4H5NS in total. The level of theory is ωB97M-V with the def2-TZVPD basis set.

Structure (XYZ):
```
11
Properties=species:S:1:pos:R:3:forces:R:3
S 3.24774 0.46494 -0.02623 -0.70 -0.64 -0.43
N 1.40154 -1.60578 -0.04988 1.88 -0.38 0.77
C 1.91484 -0.38165 -0.15430 -2.16 0.94 0.90
C -0.33777 0.66328 -0.04990 1.79 0.04 -0.21
C -1.80711 0.34263 -0.07451 1.85 1.60 -1.53
C -1.05956 1.73642 0.04405 0.16 -2.56 -0.93
H -1.29017 2.73842 -0.13846 -0.05 1.18 0.12
H 0.43850 -1.66173 0.23915 -0.16 0.02 -0.26
H -2.21708 0.05210 0.79036 -1.65 -1.29 3.18
H 2.05428 -2.33413 0.34763 -0.99 0.95 -0.77
H -2.34522 -0.01450 -0.92792 0.03 0.15 -0.86
```
Positions in Å, forces in eV/Å.

Results
ΔE to the lowest compared entry with this formula, charge and spin, eV: 6.038
Energy, eV: -16548.0271
Frontier orbital gap (spin up / spin down), eV: 7.092 / 7.518

=====

Record 3
This record from the Open Molecules 2025 dataset describes a cluster of 4 separate species, C3H13NO3 in total. The level of theory is ωB97M-V with the def2-TZVPD basis set.

Structure (XYZ):
```
20
Properties=species:S:1:pos:R:3:forces:R:3
O -1.90639 0.95931 1.21824 -0.33 0.60 0.17
O 0.33578 0.11353 2.65249 -0.85 -0.66 0.25
O -0.95878 1.81487 -1.93152 0.63 0.22 0.23
N 1.70959 0.73210 -0.36848 -0.72 -0.41 -1.49
C -0.04343 -2.52406 -0.82539 0.15 -1.29 -0.20
C 1.18815 -0.51009 -0.06719 1.76 1.46 -0.23
C 0.44747 -1.16533 -1.01783 -1.38 0.02 0.86
H -0.84399 0.93496 -2.30302 -0.50 0.16 0.17
H 1.58566 -0.92930 0.84866 0.01 -0.70 -0.29
H 1.05580 0.44143 2.11913 -0.31 0.85 0.09
H -0.05719 -2.85270 0.21128 -0.06 0.38 0.26
H 1.15209 1.30748 -1.01364 -0.23 -0.28 0.08
H 2.66228 0.78365 -0.73592 0.47 0.11 1.40
H 0.15797 -0.56500 -1.86867 0.15 -0.36 -0.29
H -2.02329 0.09167 0.83648 -0.39 -0.41 -0.02
H -1.01137 -2.73634 -1.28930 0.12 0.32 -0.06
H -1.10922 1.76731 -0.97365 -0.32 -0.27 -0.27
H -2.77957 1.23388 1.56343 0.56 -0.21 -0.29
H -0.54378 0.50007 2.40924 1.29 0.05 -0.14
H 0.63471 -3.28139 -1.27082 -0.06 0.41 -0.22
```
Positions in Å, forces in eV/Å.

Results
ΔE to the lowest compared entry with this formula, charge and spin, eV: 1.649
Energy, eV: -10945.1543
Total charge: +1
Spin multiplicity: 2
Frontier orbital gap (spin up / spin down), eV: 10.313 / 6.595
⟨S²⟩: 0.761

=====

Record 4
This record from the Open Molecules 2025 dataset describes the molecule C6H9NO2. The level of theory is ωB97M-V with the def2-TZVPD basis set.

Structure (XYZ):
```
18
Properties=species:S:1:pos:R:3:forces:R:3
O 0.92704 -0.02941 -2.12049 -0.16 0.15 -0.04
O 0.72654 2.68324 0.57632 0.36 0.27 0.16
N -0.65041 0.86723 0.57893 -0.49 2.79 -0.18
C -0.82477 0.90622 2.02248 -0.24 0.22 -0.09
C -1.45565 -0.02917 -0.17102 2.71 -2.09 2.01
C 1.59047 -1.89526 -0.81414 0.00 -0.15 -0.21
C -0.68885 -1.02720 -0.65314 -1.82 -0.81 -1.64
C 0.08817 1.85072 -0.02275 -0.51 -0.17 -0.05
C 0.68433 -1.00156 -1.19914 0.33 -0.11 0.75
H -1.88301 0.83567 2.29177 0.05 -0.16 -0.12
H -0.46398 1.86381 2.39677 0.15 -0.12 -0.11
H -0.27557 0.09593 2.49110 0.05 -0.17 0.15
H -1.16919 -1.99382 -0.77375 -0.18 0.02 -0.52
H -2.41846 -0.25323 0.27478 -0.22 0.23 -0.44
H 1.85168 -0.06356 -2.39598 -0.05 -0.07 0.07
H 2.59112 -1.90532 -1.21737 0.14 0.06 -0.07
H 1.32942 -2.69577 -0.14526 -0.08 0.00 0.21
H 0.04109 1.79148 -1.11910 -0.03 0.11 0.12
```
Positions in Å, forces in eV/Å.

Results
ΔE to the lowest compared entry with this formula, charge and spin, eV: 2.505
Energy, eV: -11950.8137
SMILES: C=C(O)/C=C\N(C)C=O
Frontier orbital gap, eV: 8.998

=====

Record 5
This record from the Open Molecules 2025 dataset describes the molecule C5H8N2. The level of theory is ωB97M-V with the def2-TZVPD basis set.

Structure (XYZ):
```
15
Properties=species:S:1:pos:R:3:forces:R:3
N -2.59617 -0.15200 -0.58954 -0.08 0.02 -0.10
N 0.51190 0.95643 0.75866 0.12 0.00 -0.05
C -1.33773 0.00773 -0.02103 0.17 0.15 0.05
C 2.29942 -0.47383 -0.14004 0.14 -0.09 0.04
C -0.25463 -0.91349 -0.13683 0.03 0.07 -0.15
C -0.84337 1.14721 0.56875 -0.14 0.05 -0.12
C 0.88438 -0.26603 0.28923 -0.01 0.14 -0.20
H 2.49587 -1.50783 -0.42864 -0.04 0.07 0.15
H -1.30089 2.10875 0.74480 -0.03 -0.16 0.14
H 2.44132 0.14704 -1.03507 0.17 -0.16 0.11
H -3.34012 0.44704 -0.28116 -0.02 -0.18 0.09
H -0.29245 -1.91008 -0.56126 0.02 0.23 -0.07
H 1.14933 1.63310 1.14322 -0.13 -0.05 -0.13
H 3.04217 -0.15855 0.59977 -0.12 -0.11 0.01
H -2.85905 -1.06549 -0.91086 -0.07 0.02 0.21
```
Positions in Å, forces in eV/Å.

Results
ΔE to the lowest compared entry with this formula, charge and spin, eV: 0.457
Energy, eV: -8294.5394
SMILES: Cc1cc(N)c[nH]1
Frontier orbital gap, eV: 8.186

=====

Record 6
This record from the Open Molecules 2025 dataset describes the ion C4H8N3O with charge +1. The level of theory is ωB97M-V with the def2-TZVPD basis set.

Structure (XYZ):
```
16
Properties=species:S:1:pos:R:3:forces:R:3
O 1.94258 0.09965 0.90594 2.64 1.86 1.53
N 1.39551 -3.06450 -0.58645 3.57 1.36 -1.03
N 0.83519 0.64355 0.92657 -6.03 2.06 -1.27
N 1.23771 -1.83534 -0.09900 -0.51 1.23 1.76
C 2.17364 -1.05095 0.24118 0.95 -4.45 -2.61
C -0.22832 1.09830 0.73475 4.39 -2.16 0.83
C -1.58239 1.50664 0.65461 0.60 1.42 -1.07
C -2.01369 1.88192 -0.73505 -1.43 0.03 -1.70
H 2.37908 -3.36660 -0.56226 -0.78 -0.25 -0.18
H -1.29805 2.30907 -1.41638 0.80 0.98 0.58
H -1.65699 2.44269 1.11091 0.09 1.38 1.80
H -2.94197 2.53418 -0.75910 1.13 -1.08 0.21
H -2.13199 0.98302 -1.28535 -1.12 -1.03 -0.50
H -2.15498 0.79302 1.15861 -1.20 -1.10 0.65
H 3.28997 -1.20624 0.09590 -1.50 0.40 0.45
H 0.75469 -3.76841 -0.38488 -1.60 -0.64 0.55
```
Positions in Å, forces in eV/Å.

Results
ΔE to the lowest compared entry with this formula, charge and spin, eV: 7.298
Energy, eV: -10783.0032
SMILES: CCC#[N+]O/C=N/N
Total charge: +1
Frontier orbital gap, eV: 9.190